The following is a quantum chemistry calculation of a cluster of 12 separate species, C48H72O34 in total at a distorted geometry, from the Open Molecules 2025 dataset.

The geometry in XYZ format:
```
154
Properties=species:S:1:pos:R:3:forces:R:3
C -24.109 -12.697 -14.395 0.409 -0.806 -2.166
C -24.001 -13.864 -13.460 0.275 -0.430 0.617
C -22.819 -14.813 -13.824 0.233 0.215 0.518
O -21.818 -14.433 -12.849 0.146 -0.119 -0.348
C -22.360 -13.782 -11.816 -0.904 -0.544 -2.813
O -21.770 -13.550 -10.825 0.518 0.714 1.692
O -23.614 -13.407 -12.134 -0.097 0.056 0.689
H -23.167 -12.560 -15.009 -0.982 0.338 0.995
H -24.508 -11.808 -13.961 0.138 0.689 0.579
H -24.886 -12.985 -15.122 0.299 0.092 -0.063
H -25.002 -14.300 -13.345 0.528 -0.304 0.129
H -22.406 -14.523 -14.769 0.127 0.088 -0.656
H -22.905 -15.910 -13.803 -0.616 0.606 0.228
C -26.655 -14.587 -7.858 0.362 1.130 1.669
C -25.831 -15.748 -8.337 0.264 3.230 -0.629
C -24.760 -15.256 -9.359 0.490 -2.125 1.425
O -23.753 -16.257 -9.091 0.836 -1.550 1.764
C -23.931 -16.773 -7.839 0.749 0.957 0.298
O -23.227 -17.562 -7.266 -0.508 0.538 -0.755
O -24.993 -16.138 -7.244 0.165 -1.353 -0.724
H -27.419 -14.217 -8.529 0.257 0.074 -0.629
H -25.920 -13.763 -7.567 -1.154 -0.841 -0.490
H -27.220 -14.830 -6.946 0.284 -0.224 -0.087
H -26.446 -16.537 -8.720 -0.049 -0.813 -0.146
H -24.270 -14.312 -9.189 -0.478 0.604 0.247
H -24.885 -15.468 -10.372 -1.217 0.466 -1.731
C -27.824 -11.291 -5.218 -1.027 -1.070 -0.236
C -26.521 -11.657 -4.548 -0.287 1.263 -1.353
C -25.333 -11.292 -5.474 -0.388 1.017 1.042
O -25.022 -9.976 -4.907 0.816 -0.687 -0.836
C -25.505 -9.863 -3.674 -0.782 0.722 -0.058
O -25.290 -8.940 -2.954 0.494 0.661 0.440
O -26.366 -10.820 -3.371 0.166 -1.188 -0.640
H -28.677 -11.494 -4.560 0.175 -0.079 -0.080
H -27.979 -11.882 -6.155 0.222 0.399 0.699
H -27.891 -10.241 -5.471 0.360 0.304 -0.126
H -26.421 -12.653 -4.232 -0.258 -1.380 0.426
H -25.543 -11.144 -6.557 -0.118 -0.170 0.954
H -24.510 -11.978 -5.296 0.385 0.120 -0.147
C -17.245 -14.444 -10.567 0.532 2.553 -2.690
C -18.232 -13.679 -11.495 1.126 -1.232 -0.235
C -18.606 -12.281 -11.134 -3.416 0.397 0.023
O -18.596 -11.503 -12.335 0.333 -1.155 -0.068
C -17.903 -12.227 -13.215 1.100 0.461 -1.865
O -17.610 -11.795 -14.297 -0.102 -0.639 0.439
O -17.515 -13.452 -12.745 -0.670 1.009 -0.025
H -17.715 -14.815 -9.721 -0.723 -0.303 1.943
H -16.390 -13.720 -10.444 -0.702 -1.075 0.501
H -16.932 -15.269 -11.176 0.478 -0.548 -0.185
H -19.071 -14.323 -11.757 -0.300 0.209 0.204
H -17.964 -11.795 -10.484 1.356 0.622 1.651
H -19.666 -12.191 -10.812 0.840 -0.338 0.419
C -20.105 -18.835 -9.808 0.085 -0.050 -0.090
C -21.364 -18.099 -10.145 -2.274 0.457 -0.635
C -21.250 -16.721 -10.802 0.304 -1.689 -0.851
O -22.441 -16.608 -11.642 1.038 -1.066 0.480
C -22.720 -17.878 -12.079 0.877 0.890 1.534
O -23.411 -18.073 -13.027 -0.068 -0.699 0.064
O -22.090 -18.761 -11.260 -0.307 -0.656 -0.768
H -19.370 -18.732 -10.617 -0.180 -0.350 0.096
H -20.334 -19.889 -9.568 0.243 0.467 -0.267
H -19.668 -18.373 -8.923 -0.039 0.017 0.113
H -22.097 -18.108 -9.303 0.781 0.087 -0.514
H -20.325 -16.802 -11.424 -0.717 0.661 0.084
H -21.242 -15.941 -10.115 0.133 1.328 0.807
C -24.040 -10.700 -9.098 2.378 -0.256 0.153
C -25.370 -10.981 -9.676 -0.801 0.260 1.701
C -25.574 -10.327 -10.996 -1.671 -1.328 -0.433
O -26.410 -11.308 -11.726 0.707 0.240 0.181
C -26.300 -12.498 -11.134 -0.243 -2.057 0.377
O -26.704 -13.568 -11.590 1.040 2.728 1.328
O -25.680 -12.359 -9.889 -0.410 -0.626 -1.693
H -23.290 -11.148 -9.803 -0.193 0.066 0.976
H -23.848 -10.962 -7.998 -0.459 0.039 -1.799
H -23.854 -9.616 -9.171 -0.231 -0.213 0.153
H -26.052 -10.600 -8.926 -0.781 0.025 -0.128
H -24.667 -10.197 -11.528 0.804 0.285 -0.676
H -26.181 -9.458 -10.898 -0.090 0.867 -0.185
C -22.776 -6.164 -5.598 0.574 0.998 -2.686
C -24.047 -6.895 -5.365 -1.372 1.311 0.736
C -25.333 -5.939 -5.434 -0.072 -2.344 -2.321
O -26.256 -6.844 -6.195 1.071 -0.597 -0.102
C -25.556 -7.882 -6.800 -0.613 1.503 1.968
O -26.129 -8.724 -7.430 1.002 0.252 -0.169
O -24.234 -7.790 -6.463 -1.418 -0.613 -0.829
H -22.332 -5.752 -4.747 0.320 0.826 1.516
H -22.863 -5.359 -6.406 -0.332 -0.740 1.227
H -21.991 -6.757 -6.046 0.014 -0.864 0.147
H -24.100 -7.436 -4.400 0.240 -0.044 -0.675
H -25.188 -5.117 -6.162 0.134 0.017 0.998
H -25.888 -5.720 -4.524 0.572 0.219 0.011
C -16.101 -13.256 -1.162 -0.666 -0.126 -1.186
C -15.469 -12.860 -2.494 0.727 -0.552 0.632
C -14.567 -13.922 -3.142 -1.347 -1.427 -0.098
O -14.899 -13.731 -4.526 0.107 -0.528 -0.963
C -16.078 -13.124 -4.668 -1.780 0.994 -2.112
O -16.696 -12.965 -5.732 1.879 -0.729 2.976
O -16.499 -12.659 -3.472 0.150 0.041 -0.316
H -16.645 -14.216 -1.324 0.363 0.715 0.218
H -16.850 -12.463 -0.915 0.858 -0.660 0.372
H -15.287 -13.424 -0.456 -0.348 0.329 0.357
H -14.822 -11.977 -2.414 -0.642 0.339 0.035
H -14.842 -14.995 -2.857 0.359 1.452 -0.287
H -13.504 -13.766 -3.079 0.285 0.169 0.376
C -22.431 -10.624 -3.000 0.975 0.084 2.356
C -21.120 -9.830 -3.114 -1.398 -2.083 -0.488
C -19.855 -10.668 -3.203 1.435 -1.198 0.157
O -19.215 -10.163 -4.438 -0.138 -0.230 1.408
C -20.077 -9.327 -5.061 0.624 -1.624 0.197
O -19.897 -8.864 -6.129 0.445 0.904 -1.234
O -21.204 -9.256 -4.398 -1.133 1.580 0.164
H -23.271 -9.946 -2.896 0.092 0.070 -0.531
H -22.454 -11.183 -2.017 0.230 0.149 -1.145
H -22.428 -11.280 -3.851 -0.564 -0.448 -0.161
H -21.031 -9.098 -2.353 0.074 1.012 0.560
H -19.942 -11.825 -3.283 -0.213 2.057 -0.057
H -19.218 -10.445 -2.302 -0.242 -0.276 -1.146
C -16.660 -17.788 -6.876 -0.720 0.612 -2.096
C -16.606 -16.457 -6.214 0.575 -0.060 2.124
C -18.019 -15.891 -6.168 -0.909 -0.067 0.461
O -18.284 -15.536 -4.769 1.641 -0.807 -0.053
C -17.256 -16.071 -4.011 0.106 0.535 -1.867
O -17.087 -15.885 -2.857 -0.630 0.142 1.524
O -16.353 -16.750 -4.743 -0.731 0.742 -1.417
H -15.760 -18.289 -7.136 1.052 -0.287 0.315
H -17.168 -17.644 -7.855 0.179 -0.028 0.378
H -17.321 -18.404 -6.308 -0.234 -0.605 0.459
H -15.807 -15.715 -6.481 -0.862 -0.809 -0.087
H -18.773 -16.680 -6.419 0.608 0.751 -0.040
H -18.124 -15.011 -6.806 -0.181 -0.064 0.262
O -22.356 -13.572 -4.486 0.057 -0.060 -0.067
C -22.886 -14.551 -4.037 -0.070 -1.149 0.071
O -24.087 -14.493 -3.427 -0.177 -0.328 0.304
C -24.474 -15.821 -2.874 0.767 1.341 -1.910
C -23.703 -16.792 -3.719 0.487 -0.998 0.450
C -22.419 -16.033 -4.081 -0.860 0.671 0.620
H -25.539 -15.848 -2.973 -0.537 -0.241 0.236
H -24.109 -15.834 -1.895 0.092 0.014 1.799
H -24.207 -16.942 -4.641 -0.693 -0.336 -0.853
H -23.606 -17.800 -3.226 0.218 1.094 -0.436
H -22.097 -16.275 -5.067 0.380 -0.099 -0.765
H -21.597 -16.198 -3.402 0.305 0.114 0.321
O -20.324 -15.013 -8.571 0.634 -0.401 0.160
C -20.418 -13.914 -8.111 -0.141 0.354 -0.038
O -19.338 -13.110 -7.860 -0.758 -1.070 -0.557
C -19.820 -12.069 -7.036 -1.573 -0.809 1.826
C -21.271 -11.774 -7.483 1.608 -1.335 -0.433
C -21.705 -13.172 -7.842 -1.585 -0.885 0.848
H -19.216 -11.247 -7.061 1.785 2.053 -0.566
H -19.745 -12.427 -5.981 -0.427 0.133 -0.568
H -21.240 -11.257 -8.425 0.012 0.992 -0.115
H -21.814 -11.292 -6.709 -0.635 0.562 0.447
H -22.284 -13.282 -8.759 0.148 0.338 -0.026
H -22.388 -13.625 -7.065 1.206 0.062 -0.434
```
Forces are in eV/Å.

Calculated values
E_LUMO: 0.39 eV
Largest force on an atom: 0.07285 hartree/bohr
ΔE to the lowest compared entry with this formula, charge and spin: 0.00 kcal per mole
Orbital gap: 10.63 eV
Calculated total energy: -4430.520600 Eh
HOMO energy: -10.236 eV
SMILES: C[C@H]1COC(=O)O1.C[C@H]1COC(=O)O1.C[C@H]1COC(=O)O1.C[C@H]1COC(=O)O1.C[C@H]1COC(=O)O1.C[C@H]1COC(=O)O1.C[C@H]1COC(=O)O1.C[C@H]1COC(=O)O1.C[C@H]1COC(=O)O1.C[C@H]1COC(=O)O1.O=C1CCCO1.O=C1CCCO1